Molecular formula: C46H39ClN2O4P2STeTi
Method: DFT, wB97M-V/def2-TZVPD

XYZ file:
```
97
Properties=species:S:1:pos:R:3:forces:R:3
Ti -0.727479 -1.420253 -0.603557 1.37 0.51 -1.52
C 6.425340 -1.808091 -0.811014 -0.01 -0.07 0.06
C 5.016568 -2.251552 -0.533043 0.04 -0.18 0.00
C 4.427965 -2.016691 0.705268 0.04 -0.35 0.09
C 3.156316 -2.484749 0.986986 0.04 -0.11 0.11
C 2.459667 -3.192020 0.019145 -0.16 -0.21 0.05
C 3.030250 -3.441844 -1.221159 -0.13 0.00 -0.03
C 4.296302 -2.956645 -1.497106 0.01 0.08 0.05
S 0.996583 -4.072375 0.503552 0.53 0.05 -0.04
O 0.909021 -5.262612 -0.297657 -0.05 0.12 -0.05
O 1.068942 -4.224543 1.934003 -0.11 0.03 -0.03
N -0.290929 -3.098202 0.150089 0.41 -1.04 0.82
C -1.502309 -3.786027 0.649038 -0.31 -0.18 0.12
C -2.710473 -2.870524 0.533761 -0.32 -0.96 0.38
O -3.809936 -3.217301 0.868920 0.15 0.19 -0.09
O -2.410600 -1.685857 0.033308 -0.95 0.06 0.27
H 6.668218 -0.899674 -0.260159 0.03 -0.06 -0.01
H 6.580870 -1.632100 -1.874742 0.02 0.03 -0.01
H 7.127426 -2.584555 -0.499489 0.02 0.01 0.00
H 4.972993 -1.473218 1.467569 -0.01 0.02 -0.03
H 2.710729 -2.340814 1.963366 0.07 0.01 0.00
H 2.497599 -4.051231 -1.937122 0.03 -0.02 -0.04
H 4.748155 -3.160173 -2.460368 0.00 0.01 -0.01
H -1.391964 -4.074912 1.697724 0.00 0.06 -0.01
H -1.689349 -4.699402 0.078828 -0.04 0.04 -0.05
Te 1.089094 3.229168 -0.921024 -0.71 0.06 1.03
C 0.491577 4.616269 0.616474 0.20 -0.15 -0.33
C 1.050744 4.530642 1.884976 -0.02 0.00 0.02
C 0.510562 5.301010 2.905231 -0.01 0.01 -0.02
N -0.513911 6.133397 2.733600 -0.02 0.05 0.07
C -1.020868 6.235276 1.508461 0.01 0.01 0.06
C -0.554462 5.507380 0.421153 0.01 -0.02 -0.05
C -0.041849 1.673538 -0.022466 0.74 -0.60 -1.63
P -1.502997 0.990256 -0.818776 0.01 1.87 1.00
C -2.916623 1.444453 0.268568 -0.10 -0.22 -0.11
C -4.115250 0.731162 0.235497 0.03 0.09 -0.04
C -5.150826 1.066808 1.095081 -0.05 -0.03 -0.01
C -5.008758 2.121538 1.984786 0.00 0.05 0.02
C -3.827099 2.848519 2.009539 0.00 0.02 0.05
C -2.788414 2.504337 1.159584 0.06 0.00 -0.10
C -1.845838 1.997598 -2.302500 0.08 -0.34 -0.18
C -2.804156 3.004299 -2.312499 0.02 -0.08 0.06
C -2.961855 3.801323 -3.438848 -0.02 0.05 -0.02
C -2.185987 3.584075 -4.565696 -0.01 0.03 -0.02
C -1.234917 2.572466 -4.566644 0.04 -0.01 -0.01
C -1.062614 1.791646 -3.438479 -0.03 0.05 0.06
P 0.739760 0.200559 0.594491 -0.49 1.36 1.37
C 0.067038 0.032776 2.305161 0.18 -0.32 0.05
C -0.403014 1.151402 2.987692 0.05 0.05 -0.10
C -1.032807 1.016144 4.213642 0.01 0.00 0.02
C -1.199656 -0.243471 4.773601 -0.01 0.05 0.04
C -0.707946 -1.362215 4.119358 0.01 -0.06 0.04
C -0.077286 -1.227251 2.890950 0.13 0.22 0.04
C 2.502098 0.558984 0.815873 0.07 -0.28 -0.56
C 3.029364 1.057905 1.998772 -0.11 -0.09 0.03
C 4.355690 1.466402 2.038512 0.07 0.02 0.04
C 5.151651 1.374472 0.905780 0.00 0.03 -0.04
C 4.628171 0.864903 -0.274815 -0.13 0.24 -0.10
C 3.308116 0.454498 -0.317812 -0.13 0.32 0.10
H 1.881810 3.863794 2.079773 -0.01 -0.01 0.02
H 0.911834 5.247623 3.912646 0.03 -0.03 -0.03
H -1.851829 6.925537 1.401355 0.02 -0.02 -0.08
H -1.016281 5.618017 -0.552226 -0.03 -0.02 0.02
H -4.243562 -0.090337 -0.454502 0.02 -0.05 0.02
H -6.068505 0.492523 1.076890 0.01 0.01 -0.02
H -5.818409 2.378720 2.656372 0.01 -0.01 0.00
H -3.703369 3.676201 2.698193 -0.02 0.00 -0.02
H -1.861992 3.060913 1.173732 0.10 0.07 0.05
H -3.424237 3.167406 -1.440881 0.00 0.04 -0.02
H -3.695222 4.597820 -3.430762 -0.02 -0.03 -0.01
H -2.319539 4.201134 -5.445095 0.00 0.01 0.01
H -0.625326 2.399101 -5.444301 0.00 0.00 0.01
H -0.298435 1.024705 -3.425566 0.01 0.03 -0.04
H -0.280426 2.129536 2.539901 -0.08 0.02 -0.05
H -1.411718 1.894791 4.720483 0.02 0.00 0.02
H -1.709024 -0.350253 5.722939 0.00 -0.01 -0.01
H -0.816000 -2.343354 4.564888 0.01 0.00 -0.03
H 0.332518 -2.100220 2.406991 -0.08 -0.12 -0.01
H 2.407766 1.130277 2.883212 0.00 0.01 -0.01
H 4.766335 1.869274 2.955653 0.00 -0.02 0.01
H 6.184205 1.698010 0.943132 0.00 0.03 0.01
H 5.245893 0.796300 -1.161757 -0.02 0.01 0.03
H 2.882509 0.052262 -1.231918 0.07 0.01 -0.04
Cl -2.905676 -1.033133 -2.886139 -0.34 0.04 -0.41
C -2.342847 -2.672939 -2.889122 0.32 -0.19 0.11
C -3.271942 -3.700180 -2.927156 -0.04 -0.03 -0.04
C -2.830311 -5.011308 -2.915066 -0.09 0.07 0.00
C -1.466503 -5.272292 -2.904882 0.14 -0.05 -0.04
C -0.554655 -4.235310 -2.864874 -0.01 0.04 0.06
C -0.957810 -2.895896 -2.806000 -0.46 -0.10 -0.27
C -0.018074 -1.772166 -2.550992 -0.09 -0.13 -0.32
H -4.326172 -3.461427 -2.958352 0.00 -0.01 0.02
H -3.549084 -5.819354 -2.907891 0.01 -0.01 -0.05
H -1.104776 -6.292108 -2.913613 -0.02 0.00 0.00
H 0.501926 -4.459187 -2.848792 0.03 -0.02 0.07
H -0.192228 -0.946628 -3.239321 0.01 0.07 0.09
H 1.022523 -2.092755 -2.620316 -0.01 0.01 0.13
```
Forces are in eV/Å.

Summary:
lowest unoccupied orbital energy: -0.942 eV
net charge: 0
strongest force on any atom: 0.0411 hartree/bohr
energy above the lowest of the compared OMol25 structures with the same formula, charge and spin: 120.7 kJ/mol
energy: -4845.354449 hartree